{
  "formula": "C13H20ClN3O2Pb",
  "method": "ωB97M-V with the def2-TZVPD basis set",
  "symbols": ["Cl", "C", "C", "C", "H", "C", "C", "H", "H", "H", "C", "Pb", "C", "C", "O", "O", "H", "H", "H", "C", "N", "C", "C", "N", "N", "C", "C", "H", "H", "H", "H", "H", "H", "H", "H", "H", "H", "H", "H", "H"],
  "positions_angstrom": [[-2.04046, -2.02381, -1.59252], [1.69552, -2.20640, -3.79878], [2.43556, -0.99041, -3.63102], [1.56311, 0.08838, -3.85668], [3.50015, -0.92574, -3.41275], [0.27368, -0.42751, -4.16916], [0.36009, -1.86228, -4.11585], [-0.47377, -2.53191, -4.32562], [2.10385, -3.21510, -3.74268], [1.80707, 1.15647, -3.84112], [-0.93203, 0.34810, -4.52542], [0.26855, -1.13591, -0.92894], [2.91273, 0.09025, -0.32526], [0.13615, -3.30508, 0.50302], [3.83909, 0.66495, 0.01323], [-0.25407, -4.23311, 1.02012], [-0.90291, 1.34361, -4.07534], [-1.84165, -0.15827, -4.19128], [-1.00626, 0.48429, -5.60982], [-2.92233, 1.65856, 1.79256], [-1.69993, 1.33189, 2.52838], [-1.79729, 1.36599, 3.99159], [-0.69946, 0.64470, 1.91494], [-0.86257, 0.15969, 0.69174], [0.46501, 0.46013, 2.65469], [1.20947, 1.63948, 3.09322], [1.23188, -0.77342, 2.54095], [-3.58523, 2.22275, 2.45223], [-3.44866, 0.75571, 1.43896], [-2.67662, 2.28202, 0.92049], [-0.92692, 0.84919, 4.40527], [-1.80961, 2.40342, 4.34857], [-2.71324, 0.85843, 4.32100], [-1.76189, 0.41778, 0.26590], [1.41044, 1.56930, 4.16851], [2.17443, 1.70423, 2.57162], [0.64928, 2.55844, 2.89012], [1.82734, -0.82200, 1.61971], [1.92219, -0.80505, 3.39017], [0.56932, -1.64177, 2.60524]],
  "forces_ev_per_angstrom": [[0.6, 0.3, -0.1], [-0.8, -0.6, -0.4], [0.2, 0.8, -0.2], [0.6, 0.5, 0.1], [-0.3, 0.0, -0.1], [-0.5, 0.1, -0.5], [0.2, -0.6, -0.2], [0.3, 0.1, 0.1], [-0.1, 0.3, 0.0], [0.0, -0.5, 0.0], [0.1, 0.0, 0.7], [-1.3, 0.3, 0.7], [2.9, 1.8, 0.9], [-1.0, -2.1, 1.3], [-2.2, -1.3, -0.8], [0.8, 1.7, -0.9], [0.1, 0.0, -0.2], [0.1, -0.1, -0.1], [0.1, -0.1, -0.1], [0.1, 0.1, -0.3], [0.5, -0.6, -0.4], [0.3, 0.2, 0.2], [-0.5, 0.3, 0.7], [0.3, 0.0, -0.6], [-0.6, -0.3, -0.8], [0.1, 0.1, 0.3], [-0.3, 0.4, 0.1], [0.1, -0.1, -0.2], [0.1, 0.2, 0.3], [-0.1, -0.1, 0.2], [-0.4, 0.2, 0.0], [0.0, -0.3, -0.1], [0.2, 0.1, -0.2], [0.4, -0.5, 0.5], [0.0, 0.1, -0.2], [-0.2, 0.0, 0.0], [0.1, -0.3, 0.1], [0.1, -0.1, 0.1], [-0.1, -0.1, -0.2], [0.1, 0.1, 0.0]],
  "nbo_charge": [-0.63, -0.10, -0.07, -0.18, 0.27, 0.25, -0.14, 0.29, 0.27, 0.27, -0.72, 1.16, 0.49, 0.52, -0.41, -0.36, 0.26, 0.29, 0.32, -0.43, -0.38, -0.42, 0.69, -0.98, -0.47, -0.41, -0.40, 0.25, 0.21, 0.21, 0.23, 0.22, 0.22, 0.41, 0.22, 0.20, 0.23, 0.15, 0.25, 0.21],
  "mol_weight_g_mol": 493.0,
  "spin_multiplicity": 1,
  "total_charge": 2,
  "e_lumo_ha": [-0.3748, -0.3791],
  "energy_ev": -40122.78874
}

***

{
  "formula": "C26H35N7PdSb2",
  "method": "ωB97M-V with the def2-TZVPD basis set",
  "symbols": ["Pd", "C", "Sb", "C", "C", "C", "C", "C", "C", "C", "C", "C", "Sb", "C", "C", "H", "H", "H", "H", "H", "H", "H", "H", "H", "H", "H", "H", "H", "H", "H", "H", "H", "H", "H", "H", "C", "C", "N", "C", "C", "N", "C", "N", "N", "N", "C", "C", "C", "C", "C", "C", "H", "H", "H", "H", "H", "H", "H", "H", "H", "H", "H", "N", "C", "C", "C", "N", "H", "H", "H", "H"],
  "positions_angstrom": [[-1.18717, -1.35076, -1.07202], [-0.41916, -2.06852, 3.02600], [-1.77364, -1.89181, 1.42885], [-2.89689, -3.67129, 1.63527], [-3.13034, -0.38768, 2.08664], [-2.42437, 0.88507, 2.48729], [-1.93772, 0.97258, 3.79269], [-1.27017, 2.09583, 4.24618], [-1.09171, 3.17269, 3.38984], [-1.58207, 3.10683, 2.09763], [-2.24281, 1.97458, 1.61979], [-2.75124, 1.99279, 0.20183], [-1.30237, 1.28257, -1.20569], [-2.03797, 2.14584, -2.99568], [0.30598, 2.58184, -0.80935], [-1.01756, -2.23474, 3.92130], [0.17516, -1.16394, 3.13130], [0.22940, -2.92586, 2.86117], [-3.38655, -3.66909, 2.60901], [-2.22974, -4.52874, 1.56957], [-3.64818, -3.72959, 0.85085], [-3.61885, -0.85730, 2.94176], [-3.86754, -0.26236, 1.29570], [-2.11176, 0.14813, 4.47588], [-0.90915, 2.13914, 5.26502], [-0.59527, 4.06987, 3.73500], [-1.47630, 3.96719, 1.44585], [-2.94452, 3.01319, -0.13231], [-3.66232, 1.41527, 0.06545], [-2.22689, 3.20526, -2.82323], [-2.95856, 1.65744, -3.30956], [-1.29297, 2.03947, -3.78241], [-0.10395, 3.58615, -0.70478], [0.99638, 2.56366, -1.65070], [0.81843, 2.29513, 0.10634], [1.30492, -0.68074, -3.26536], [1.63205, -1.29990, -1.95224], [0.76661, -1.72235, -1.01914], [1.52881, -2.22931, 0.02838], [2.83295, -2.14377, -0.29267], [2.88119, -1.56336, -1.54258], [4.13585, -1.26644, -2.25791], [5.02975, -0.54497, -1.41850], [6.28922, -1.05513, -1.20403], [6.91876, -0.28821, -0.41234], [6.08176, 0.76438, -0.06214], [6.31396, 1.84390, 0.79518], [5.28291, 2.73563, 0.97294], [4.04585, 2.56363, 0.31193], [3.80675, 1.50063, -0.53142], [4.86520, 0.60214, -0.69996], [0.23062, -0.70227, -3.42816], [1.77282, -1.22431, -4.08607], [1.64157, 0.35742, -3.31219], [1.08619, -2.66083, 0.90421], [3.72612, -2.43746, 0.23284], [3.88972, -0.71935, -3.16604], [4.63523, -2.19560, -2.52263], [7.26908, 1.96473, 1.28807], [5.41570, 3.58547, 1.62805], [3.26986, 3.30251, 0.46887], [2.85834, 1.38022, -1.03694], [-3.56624, -2.99475, -1.84602], [-4.90330, -3.01886, -1.93365], [-5.35166, -1.72387, -1.77857], [-4.19276, -0.96892, -1.61461], [-3.10214, -1.74178, -1.67198], [-2.92535, -3.76120, -1.98005], [-5.43190, -3.94134, -2.11285], [-6.37100, -1.37985, -1.79620], [-4.09507, 0.09512, -1.48666]],
  "forces_ev_per_angstrom": [[0.0, -1.2, -0.4], [0.1, 0.1, 0.1], [-0.1, -0.9, -0.5], [-0.1, 0.0, 0.2], [0.1, 0.4, 0.0], [-0.1, -0.2, 0.0], [0.0, 0.0, 0.0], [0.0, 0.0, 0.0], [0.0, 0.0, 0.0], [0.0, 0.0, 0.0], [-0.1, 0.0, -0.1], [0.1, 0.0, 0.3], [0.0, 0.1, -0.8], [0.0, 0.2, 0.1], [0.1, 0.1, 0.1], [0.1, 0.0, 0.0], [0.0, 0.0, 0.0], [0.0, 0.0, 0.1], [0.0, -0.1, 0.0], [0.0, 0.0, 0.0], [0.0, 0.0, 0.0], [-0.1, 0.1, 0.0], [0.0, 0.0, 0.0], [0.0, 0.0, 0.0], [0.0, 0.0, 0.0], [0.0, 0.0, 0.0], [0.0, 0.0, 0.0], [-0.1, 0.0, 0.1], [0.0, 0.1, 0.1], [0.0, 0.0, -0.1], [0.0, 0.0, 0.0], [0.0, 0.0, 0.0], [0.1, 0.0, 0.0], [0.0, 0.0, 0.0], [0.0, 0.0, 0.0], [-0.1, 0.0, 0.0], [0.0, -0.1, 0.0], [0.9, 0.9, 0.6], [-0.2, -0.1, -0.1], [0.1, 0.0, -0.1], [0.2, 0.0, 0.0], [-0.1, 0.0, 0.0], [0.1, -0.3, 0.0], [0.0, 0.1, 0.2], [-0.4, 0.0, -0.2], [0.5, 0.0, 0.3], [0.0, 0.0, 0.0], [-0.1, 0.0, -0.1], [0.1, 0.0, 0.1], [0.1, 0.0, 0.0], [-0.3, 0.1, -0.2], [0.0, 0.0, 0.0], [0.0, 0.0, 0.0], [0.0, 0.0, 0.0], [0.0, 0.0, 0.0], [0.0, 0.0, 0.0], [-0.1, 0.0, 0.0], [0.0, 0.0, 0.0], [0.0, 0.0, 0.0], [0.0, 0.0, 0.0], [0.0, 0.0, 0.0], [0.0, 0.0, 0.0], [0.2, -0.1, 0.1], [0.0, 0.0, 0.0], [0.0, 0.0, 0.0], [-0.1, -0.1, -0.2], [-0.7, 0.8, 0.6], [0.0, 0.0, 0.0], [0.0, 0.0, 0.0], [0.0, 0.0, 0.0], [0.0, 0.0, 0.0]],
  "lowdin_charge": [0.46, -0.28, 1.41, -0.28, -0.28, -0.28, -0.06, -0.05, -0.05, -0.05, -0.28, -0.29, 1.37, -0.29, -0.29, 0.03, 0.03, 0.01, 0.03, 0.02, -0.01, 0.08, 0.05, 0.12, 0.12, 0.12, 0.12, 0.08, 0.04, 0.02, 0.01, 0.01, 0.03, 0.01, 0.01, 0.00, -0.33, -0.10, -0.11, 0.00, 0.01, -0.04, -0.07, 0.07, 0.10, -0.21, 0.01, -0.06, -0.07, -0.02, -0.18, 0.05, 0.10, 0.09, 0.06, 0.15, 0.14, 0.15, 0.13, 0.11, 0.10, 0.07, 0.01, -0.04, -0.01, -0.14, -0.16, 0.17, 0.14, 0.12, 0.08],
  "mol_weight_g_mol": 795.6,
  "spin_multiplicity": 1,
  "total_charge": 2,
  "e_lumo_ha": [-0.2825, -0.2817],
  "energy_ev": -54499.93694
}

***

{
  "formula": "C9H9CoN3O5",
  "method": "ωB97M-V with the def2-TZVPD basis set",
  "symbols": ["Co", "C", "O", "C", "O", "C", "O", "C", "O", "H", "H", "C", "N", "C", "C", "C", "N", "C", "O", "N", "H", "H", "H", "H", "H", "H", "H"],
  "positions_angstrom": [[-0.18363, -0.55764, -1.92671], [-0.17503, 1.22376, -2.49751], [-0.16943, 2.32266, -2.84951], [-0.18643, -1.10654, -3.75271], [-0.18803, -1.40674, -4.86441], [-2.09243, -0.55234, -1.92541], [-3.24323, -0.51414, -1.93571], [1.72497, -0.56994, -1.92581], [2.87607, -0.54224, -1.93631], [-0.19083, -2.09244, -1.01151], [-0.19193, -2.33854, -1.77961], [-1.33023, 2.34786, 2.45289], [-0.52423, 1.26196, 1.87529], [0.31967, 0.60036, 2.70249], [1.07477, -0.44954, 2.22979], [0.98107, -0.83824, 0.89089], [0.14117, -0.14184, 0.01419], [-0.61913, 0.90046, 0.54289], [-1.40333, 1.49716, -0.17071], [1.76397, -1.97774, 0.52279], [-1.99713, 2.82846, 1.70729], [-0.66313, 3.13056, 2.87139], [-1.97033, 1.94456, 3.26749], [0.39767, 0.87516, 3.74839], [1.72417, -0.97724, 2.91779], [2.36257, -2.43494, 1.22679], [1.76237, -2.43284, -0.39451]],
  "forces_ev_per_angstrom": [[0.1, -0.6, 1.5], [-0.2, 7.9, -2.4], [0.0, -4.6, 1.4], [0.0, -2.3, -8.0], [0.0, 1.3, 4.6], [-8.0, 0.1, 0.2], [4.7, -0.1, 0.0], [7.9, -0.2, -0.7], [-4.4, 0.1, 0.0], [-0.2, -1.3, -1.1], [0.0, -0.6, 1.5], [-1.1, 1.2, 0.1], [1.3, -0.4, 2.9], [-0.9, 0.8, -0.6], [0.5, 0.0, 1.2], [0.9, -2.7, -3.4], [1.7, -1.2, 3.2], [-1.1, 0.3, -2.1], [0.6, -0.4, 0.6], [-2.1, 2.9, 1.0], [0.6, -0.6, 0.3], [-0.2, -0.5, -0.2], [0.5, 0.1, -0.4], [-0.3, 0.3, 0.0], [0.0, 0.0, 0.0], [-0.4, 0.4, -0.3], [-0.1, 0.3, 0.6]],
  "nbo_charge": [0.76, 0.49, -0.28, 0.47, -0.23, 0.48, -0.25, 0.47, -0.29, 0.05, 0.08, -0.47, -0.20, 0.16, -0.09, 0.46, -0.68, 0.75, -0.44, -0.65, 0.30, 0.29, 0.29, 0.30, 0.30, 0.47, 0.44],
  "mol_weight_g_mol": 298.1,
  "s_squared": 6.062,
  "spin_multiplicity": 5,
  "total_charge": 3,
  "e_lumo_ha": [-0.4524, -0.5761],
  "energy_ev": -61778.01330
}

***

{
  "formula": "C3H5N3O",
  "method": "ωB97M-V with the def2-TZVPD basis set",
  "symbols": ["O", "C", "C", "N", "N", "C", "N", "H", "H", "H", "H", "H"],
  "positions_angstrom": [[0.42777, -2.74446, -0.61365], [0.34085, -1.43364, -1.09036], [0.00908, -0.46884, -0.01542], [-0.36857, -0.44184, 1.16112], [-0.03200, 2.03339, 1.79346], [-0.19098, 1.95606, 0.53938], [-0.61257, 0.76942, -0.05699], [-0.42973, -2.99310, -0.24102], [-0.45162, -1.28906, -1.84333], [1.29567, -1.16909, -1.54358], [0.18905, 2.98268, 2.07428], [-0.17695, 2.79846, -0.16389]],
  "forces_ev_per_angstrom": [[-0.2, -0.1, 0.0], [0.2, 0.2, -0.2], [-0.1, -0.2, 0.3], [-0.3, 0.0, -0.7], [0.2, 0.3, -0.3], [0.1, 0.0, 0.4], [-0.5, 0.0, 0.5], [0.2, 0.0, 0.0], [0.2, 0.0, 0.1], [0.0, -0.1, -0.1], [0.1, 0.2, -0.1], [0.1, -0.2, 0.1]],
  "nbo_charge": [-0.68, -0.12, 0.31, -0.14, -0.63, 0.23, -0.38, 0.48, 0.20, 0.22, 0.34, 0.17],
  "mol_weight_g_mol": 99.1,
  "spin_multiplicity": 1,
  "total_charge": 0,
  "e_lumo_ha": 0.0236,
  "energy_ev": -9705.70809
}